[1]
Entry from the Open Molecules 2025 dataset: a molecular structure, C11H5F9N4O8S4Ti (wB97M-V/def2-TZVPD).

Each line ends with the Mulliken charge.
Geometry (Å):
Ti  -0.52028  0.83554  0.53401  -0.3506
F  3.30069  0.89888  -0.98141  -0.2308
C  3.42814  2.04977  -0.26444  0.5699
F  4.21858  2.86717  -0.97951  -0.2600
F  4.13851  1.71348  0.84170  -0.2715
S  1.69500  2.74901  0.19892  1.3218
O  1.33915  1.42922  0.80965  0.0521
O  2.18849  3.83096  1.00789  -0.7600
N  1.40902  2.87787  -1.38057  -0.5490
S  -0.10600  2.65777  -1.77838  1.1160
O  -0.92389  3.73230  -2.25069  -0.6891
O  -0.79278  1.44722  -1.23046  -0.1532
C  0.39184  1.81064  -3.39001  0.6735
F  -0.64834  1.55202  -4.18422  -0.2376
F  0.97963  0.63407  -3.09285  -0.2143
F  1.26538  2.53003  -4.11250  -0.2471
S  -3.03979  0.73427  0.72283  -0.2205
C  -4.02412  -0.46084  -0.06576  0.4386
C  -5.39971  -0.40012  0.27967  -0.1912
N  -6.52145  -0.33236  0.55033  -0.6471
C  -3.65079  -1.43761  -0.97237  0.5685
S  -2.08649  -1.68357  -1.59597  -0.4223
C  -4.64772  -2.34402  -1.43773  -0.1421
N  -5.41750  -3.10317  -1.84188  -0.6021
O  -0.94233  2.49538  1.10230  -0.0336
O  -0.15018  3.34865  0.31512  -0.5848
C  3.23732  -2.30517  0.84543  -1.0060
C  2.29022  -2.53767  -0.34590  -0.5277
C  1.20439  -1.58422  -0.26587  0.2033
N  0.34424  -0.84131  -0.15178  0.1842
H  4.04391  -3.03724  0.83480  0.3697
H  2.69082  -2.39040  1.78402  0.3067
H  3.65952  -1.30232  0.79323  0.2105
H  1.87370  -3.54581  -0.33152  0.3395
H  2.80962  -2.38744  -1.29271  0.2636
F  -2.71072  -1.67889  3.40853  -0.2661
C  -1.48955  -1.96619  2.95418  0.8856
F  -1.57781  -2.29035  1.66360  -0.1748
F  -1.09002  -3.07990  3.59504  -0.3031
C  -0.48052  -0.78109  3.19814  0.4582
O  0.13046  -0.80642  4.23844  -0.5980
O  -0.41863  0.10188  2.26869  -0.2790

For the energy relative to the best compared isomer or geometry (same formula, charge and spin), the calculation gives 1.8948 eV. The calculation puts the HOMO-LUMO gap at 5.36 eV. As for the net charge: -2. The value obtained for the total energy is -124742.4069 eV.

***

[2]
Entry from the Open Molecules 2025 dataset: a molecular structure, C11H5F9NOS3Ti (wB97M-V/def2-TZVPD).

Each line ends with the Mulliken charge.
Geometry (Å):
Ti  0.79844  1.50630  -0.72814  0.4254
S  0.31159  5.09857  -2.77406  -0.4637
C  1.13620  3.75350  -2.14167  0.1648
S  1.26236  2.23116  -2.99285  -0.4388
S  1.81925  3.73020  -0.53186  -0.4322
N  2.00451  0.26173  -0.22393  -0.6542
C  2.10677  -1.07180  -0.06459  -0.0004
C  2.66990  -1.66069  1.10294  -0.2307
C  2.70867  -3.02806  1.31048  -0.3250
C  2.21081  -3.92386  0.36459  -0.4439
C  1.67415  -3.37953  -0.80369  -0.4862
C  1.62874  -2.01439  -1.01710  -0.2016
H  3.06431  -0.98379  1.85410  0.3352
H  3.13984  -3.40082  2.23639  0.2897
H  2.23243  -4.99486  0.52704  0.3528
H  1.27192  -4.03849  -1.56854  0.3001
H  1.19383  -1.62965  -1.93271  0.3239
F  -0.65648  -0.52522  1.59306  -0.2234
C  -1.19690  0.68071  1.53189  0.5139
F  -0.18801  1.58369  1.60151  -0.2297
F  -1.96472  0.85358  2.61885  -0.2643
C  -1.95320  0.90842  0.16256  1.1297
O  -1.11605  0.75025  -0.87680  -0.9947
C  -2.52082  2.36370  0.12935  0.6764
F  -1.51992  3.23925  0.08715  -0.1624
F  -3.27535  2.56921  -0.95074  -0.2680
F  -3.28338  2.66856  1.20656  -0.2921
C  -3.11075  -0.13299  0.09168  0.3959
F  -3.87517  0.04375  -0.99302  -0.2656
F  -2.63251  -1.37431  0.02510  -0.2490
F  -3.94047  -0.08412  1.15645  -0.2821

The expectation value of S² is 0.760. Its multiplicity is 2. The calculation puts the HOMO-LUMO gap (spin up / spin down) at 5.62 / 6.16 eV. As for the net charge: -2. The value obtained for the total energy is -95108.5074 eV.

***

[3]
Entry from the Open Molecules 2025 dataset: a single C11H5N3O5S molecule (wB97M-V/def2-TZVPD).

Each line ends with the Mulliken charge.
Geometry (Å):
O  -3.53613  3.26304  -3.11146  -0.4725
O  -2.56742  -2.10463  -1.52548  -0.6119
O  2.64801  1.94256  2.20886  -0.6266
O  3.61440  0.32007  3.12622  -0.6268
N  -1.34758  2.82354  -2.48889  -0.6537
O  0.54418  2.05716  -1.68993  -0.4484
S  -3.26027  1.18273  -1.60916  -0.1143
C  -2.73986  2.57905  -2.54765  0.5012
C  -1.71482  -1.68341  -0.75557  0.2720
C  -0.78130  1.92262  -1.76285  0.5606
C  -1.14133  -0.35726  -0.55960  0.3035
C  1.94993  -1.53900  1.97683  -0.4080
C  1.87801  -0.14060  1.73378  -0.7308
C  0.88958  0.32980  0.82735  0.0463
C  1.03085  -2.43311  1.41300  -0.7928
C  -0.05500  -0.54216  0.29318  0.7845
C  0.00023  -1.92141  0.57348  -0.2153
C  -1.60225  0.85574  -1.19915  0.2298
N  2.76809  0.73872  2.39748  1.0107
N  -0.97513  -2.54882  0.01378  -0.0094
H  0.80293  2.82879  -2.21251  0.3749
H  2.69131  -1.95872  2.65239  0.4524
H  0.84272  1.41487  0.62049  0.5747
H  1.11336  -3.48148  1.61484  0.4017
H  -1.05248  -3.54811  0.01057  0.1982

The SMILES is O=C1N=C(O)/C(=C2/C(=O)Nc3ccc([N+](=O)[O-])cc32)S1. The calculation puts the HOMO-LUMO gap at 6.14 eV. The value obtained for the total energy is -37027.7671 eV.